[1]
Formula: C25H35N9OPRu
Source: the Open Molecules 2025 dataset
Level of theory: the ωB97M-V functional and the def2-TZVPD basis

```
72
Properties=species:S:1:pos:R:3:forces:R:3
H 0.490 -3.368 1.311 -0.023 0.002 -0.065
C 2.592 2.823 -2.138 0.053 0.022 0.090
H -2.217 2.453 0.704 -0.007 0.031 0.059
C -3.283 -0.311 -1.530 0.030 -0.044 -0.087
C 3.812 -2.703 1.498 0.004 -0.008 -0.014
H -0.587 1.371 5.292 -0.029 0.008 -0.004
C 0.865 -2.647 -2.874 0.037 -0.214 0.009
C -2.715 -1.946 -3.212 -0.029 -0.005 0.036
C 2.463 -4.660 2.266 0.020 -0.033 -0.037
C 1.042 4.645 -0.824 0.049 0.039 -0.010
C -4.949 -1.233 -3.041 -0.035 0.050 0.040
H -5.349 0.229 -1.523 0.000 0.002 -0.007
C -2.269 1.582 1.359 0.020 0.051 -0.138
C -0.545 -2.185 -2.863 0.052 -0.167 -0.078
H 1.757 -0.666 -4.075 -0.001 0.025 -0.003
H 1.392 1.181 2.283 -0.009 -0.012 0.045
H -2.897 1.269 4.708 -0.008 0.045 -0.003
H 4.450 -3.303 0.850 -0.009 -0.013 0.002
H -5.979 -1.256 -3.369 0.005 -0.003 0.015
H 1.217 -2.844 -3.888 0.087 0.050 0.019
Ru 0.350 -0.447 -0.769 1.698 -0.921 -0.228
H 3.964 4.444 -2.583 -0.007 -0.013 -0.001
N -2.478 2.046 2.770 0.001 0.039 0.039
H 2.950 -5.397 1.630 0.023 0.023 -0.012
N 1.259 1.028 -1.766 -0.633 0.642 0.364
H 3.944 1.657 -3.339 -0.022 -0.011 -0.051
H -0.383 3.053 -0.524 0.013 0.031 0.053
C -2.634 0.850 3.738 0.066 -0.098 -0.042
H 3.005 -4.591 3.207 -0.025 0.029 0.014
H -3.333 2.610 2.799 0.004 0.004 0.020
N -0.956 -1.294 -1.953 -0.830 0.530 0.202
H -4.304 -2.679 -4.497 0.022 0.005 -0.001
H 1.437 -4.961 2.460 -0.006 0.004 -0.027
H -2.992 0.359 -0.741 -0.003 0.084 -0.009
H 3.713 -1.695 1.110 -0.001 0.002 -0.015
H -1.894 -1.275 2.347 0.015 -0.032 0.009
H -0.188 -1.228 2.799 0.013 0.048 0.072
H -1.167 3.737 2.585 -0.023 -0.031 -0.055
C -1.068 -0.613 2.620 -0.162 -0.007 -0.351
H 0.670 2.582 1.509 -0.003 0.045 -0.076
C -4.586 -0.384 -1.981 -0.006 -0.031 -0.058
C -2.344 -1.116 -2.158 0.149 -0.073 -0.086
N 3.102 1.687 -2.777 -0.054 0.075 -0.033
C 0.450 1.706 2.114 -0.097 -0.161 -0.109
C -0.328 0.989 4.305 -0.073 -0.012 -0.182
N 1.655 -1.596 -2.190 -0.392 0.399 0.259
H 2.556 6.073 -1.369 0.023 -0.011 0.052
N -0.130 2.104 3.382 0.176 0.093 0.170
O 1.346 -1.630 0.614 -0.284 -0.303 0.083
C 2.278 0.677 -2.559 0.200 0.035 -0.085
N 2.493 -3.340 1.602 0.007 0.040 0.104
H 0.951 -3.589 -2.327 -0.016 0.028 0.045
H -1.591 3.289 4.252 -0.046 -0.019 0.002
C 2.259 5.034 -1.411 -0.099 0.035 -0.002
C 0.598 3.338 -0.881 -0.055 -0.061 -0.004
C 3.050 4.135 -2.093 0.049 -0.044 -0.068
C -4.021 -2.029 -3.679 0.015 -0.039 -0.035
H 4.266 -2.668 2.487 -0.020 -0.001 0.016
N -1.544 -2.593 -3.624 -0.084 -0.001 0.018
H -3.141 1.001 1.064 -0.030 -0.033 0.111
C 2.326 -0.679 -3.142 0.116 -0.086 -0.135
C 1.404 -2.791 1.166 0.052 0.032 0.103
H -1.479 -3.273 -4.372 0.002 -0.008 0.007
H -3.451 0.229 3.374 -0.016 0.032 -0.050
H 0.437 5.400 -0.341 -0.033 0.001 -0.058
C 1.418 2.413 -1.515 -0.149 -0.108 -0.161
N -1.409 0.135 3.812 -0.049 -0.095 0.261
H 0.590 0.412 4.391 0.008 0.007 0.002
H 3.340 -0.994 -3.392 -0.012 -0.089 0.080
P -0.721 0.557 1.203 0.190 0.254 0.052
C -1.296 2.905 3.276 0.076 -0.014 0.015
H 2.338 -2.018 -1.570 0.101 -0.043 -0.090
```
Forces are in eV/Å.

As for the HOMO energy (alpha / beta): -0.7072 / -0.7091 Ha. The calculated total energy is -53785.608 eV. The value obtained for the energy above the lowest of the compared OMol25 structures with the same formula, charge and spin is 34.7 kJ/mol. As for the spin multiplicity: 2. The net charge is +4.

[2]
Formula: C12H30CrN4O14S2V
Source: the Open Molecules 2025 dataset
Level of theory: the ωB97M-V functional and the def2-TZVPD basis

```
64
Properties=species:S:1:pos:R:3:forces:R:3
C -8.827 -30.391 0.711 -0.796 -0.518 0.724
O -10.910 -27.703 0.049 -0.444 0.703 0.342
H -8.412 -28.479 5.458 0.357 -0.257 -0.176
H -8.137 -32.503 -1.729 -0.241 0.619 -0.258
O -10.896 -25.424 -1.617 1.980 0.370 0.925
O -8.774 -26.637 1.527 2.324 -0.643 1.788
H -12.252 -29.212 2.573 -0.634 0.520 -0.929
H -5.931 -28.687 -4.016 0.227 0.344 0.338
H -9.729 -29.795 0.924 0.272 0.385 0.186
H -14.330 -31.699 -1.891 0.330 0.220 0.094
H -8.172 -33.038 -0.112 -0.151 -0.694 0.113
O -13.085 -26.326 -1.314 -0.065 -0.439 -0.570
H -10.352 -28.575 4.406 0.749 -0.424 -0.280
H -8.150 -27.086 -4.494 0.426 0.086 0.130
H -7.007 -28.264 -0.851 -0.193 0.320 0.169
N -13.111 -30.617 -3.240 0.266 -0.074 -2.170
H -10.601 -31.753 -1.732 0.454 -0.858 0.071
H -10.557 -27.507 2.986 -0.354 0.179 0.372
S -12.197 -25.710 -2.326 -1.106 0.025 -4.139
H -14.473 -32.276 -3.520 0.299 0.203 -0.412
H -12.918 -32.513 -2.628 -0.447 -0.707 0.141
V -13.153 -27.768 0.166 1.597 0.425 1.947
N -9.101 -31.272 -0.296 -0.782 3.007 0.050
H -5.942 -29.624 -2.452 0.060 0.814 0.392
C -8.536 -27.893 -3.870 -0.516 0.468 -0.184
C -8.069 -27.022 2.517 -2.646 -0.373 0.152
H -8.717 -28.729 -4.545 0.071 -0.218 0.241
H -11.214 -30.741 -0.596 0.642 0.816 0.654
H -11.919 -29.873 -5.033 -0.116 0.635 1.046
H -12.610 -28.674 -3.210 -0.042 0.441 0.302
O -11.035 -25.144 1.201 3.924 0.043 -2.645
C -8.104 -32.127 -0.707 1.857 -3.156 0.166
O -8.631 -27.051 -1.327 -0.428 1.559 1.014
C -6.533 -29.127 -3.222 -0.574 -1.392 -0.712
S -12.199 -25.234 2.089 -2.717 6.405 4.093
H -7.009 -29.985 -3.695 -0.008 -0.216 -0.293
H -7.086 -31.853 -0.431 -0.198 0.895 -0.285
O -12.865 -23.973 2.325 -3.051 4.495 -6.459
C -7.822 -27.775 4.871 0.209 0.110 -0.346
H -9.492 -27.512 -3.510 -0.049 -0.158 0.332
Cr -9.830 -26.004 -0.103 -4.467 -2.259 0.882
C -13.097 -29.440 -2.588 1.293 0.276 -1.472
O -13.059 -26.224 1.572 -2.386 -4.155 -1.992
H -11.603 -31.491 -4.528 -0.315 -0.338 0.078
H -7.681 -26.914 5.523 0.047 0.252 -0.169
O -11.948 -25.211 3.482 5.381 -6.953 5.683
C -12.395 -30.746 -4.585 -1.058 0.273 0.721
H -10.338 -26.867 4.670 -0.379 0.260 -0.466
N -8.610 -27.454 3.684 0.107 -0.368 -0.443
C -10.477 -31.541 -0.670 -0.647 0.218 0.210
O -12.844 -29.142 1.799 -0.025 -0.287 -0.814
C -10.056 -27.632 3.946 0.066 1.122 -0.824
C -7.732 -27.830 -1.557 0.148 -0.758 -1.101
N -7.625 -28.284 -2.799 0.972 -0.375 -0.497
O -7.799 -30.366 1.383 -0.275 0.250 -0.934
O -11.936 -26.437 -3.612 1.318 -3.430 1.960
C -13.764 -31.850 -2.810 0.673 0.432 0.683
O -13.468 -29.237 -1.454 -0.764 -0.421 1.383
H -6.853 -28.186 4.586 -0.015 -0.096 0.155
H -13.146 -30.966 -5.345 0.009 -0.672 0.088
H -11.292 -28.573 -0.182 1.287 0.159 -0.305
O -12.759 -24.563 -2.964 -1.038 3.202 2.175
H -10.868 -32.259 0.051 -0.221 -0.693 -0.627
H -6.973 -27.119 2.521 -0.195 0.403 -0.299
```
Forces are in eV/Å.

As for the HOMO energy (alpha / beta): -0.0915 / -0.0932 Ha. The calculated total energy is -123335.199 eV. As for the spin multiplicity: 7. The net charge is -1.

[3]
Formula: C2H6NO
Source: the Open Molecules 2025 dataset
Level of theory: the ωB97M-V functional and the def2-TZVPD basis

```
10
Properties=species:S:1:pos:R:3:forces:R:3
H -0.632 -1.049 1.808 -0.323 0.508 0.147
H -1.577 0.167 0.846 -0.328 -0.019 0.124
H 1.273 -0.397 0.513 -0.004 -0.109 0.409
H -0.883 -1.332 0.135 -0.293 0.266 -0.255
C -0.726 -0.504 0.854 0.989 -0.923 0.259
N 0.487 0.246 0.588 0.187 -0.053 -1.139
C 0.519 0.661 -0.969 -0.425 0.100 1.334
O 1.699 0.596 -1.486 0.816 0.053 -0.248
H 0.052 1.673 -0.882 -0.203 0.114 -0.407
H -0.211 -0.061 -1.407 -0.415 0.063 -0.224
```
Forces are in eV/Å.

As for the HOMO energy: -0.0879 Ha. The calculated total energy is -5707.978 eV. Its SMILES is CNC[O-]. The value obtained for the energy above the lowest of the compared OMol25 structures with the same formula, charge and spin is 34.7 kJ/mol. The net charge is -1.